No. 1
79
Properties=species:S:1:pos:R:3:forces:R:3 method="wB97M-V/def2-TZVPD" orbital_gap_ha="0.1937 / 0.1955" mol_weight_g_mol=665.60 multiplicity=5 e_above_lowest_kj_mol=471.1 charge=+4
C 1.23110 -5.04069 2.89349 0.99 0.22 -0.05
C 1.87836 -3.79419 2.82392 0.03 -0.55 0.02
C 3.27999 -3.74724 2.72886 -0.71 -0.62 0.10
C 3.97255 -4.95881 2.82070 1.87 -0.53 -0.05
N 3.35471 -6.13183 2.92379 -2.28 3.61 -0.26
C 2.02548 -6.18628 2.94473 -0.18 -1.95 0.23
C 1.05842 -2.62790 2.88649 -0.77 0.69 0.12
C 0.25293 -1.72656 3.01846 1.12 -0.59 0.26
C -0.35366 -0.43905 3.01443 -0.14 0.09 -0.76
C -1.57310 -0.24771 2.34111 0.37 -0.07 0.51
C -1.92669 1.06988 1.97601 0.88 -0.66 0.03
C -0.77434 1.86754 1.90732 -1.54 1.05 0.96
C 0.17770 1.89389 2.88565 1.11 0.75 0.67
C 0.40919 0.68095 3.48501 -0.42 -0.40 -0.68
Ru -0.97373 2.11745 0.06347 3.07 -0.10 0.79
P 0.03142 -0.30939 -0.87326 1.11 -1.90 -1.16
H 3.81385 -2.80811 2.58683 0.06 -0.42 0.25
H 0.14621 -5.10942 2.90286 0.28 -0.26 0.12
H 5.06285 -4.97056 2.81371 -0.07 -0.02 -0.02
H 1.57261 -7.17289 3.01759 -0.02 -0.02 -0.01
H 1.22252 0.53574 4.16603 0.28 -0.05 0.32
H -2.21470 -1.10375 2.17367 -0.23 0.09 0.27
H 0.70815 2.82550 3.08397 0.21 -0.41 0.11
H -2.91763 1.47410 2.06112 -0.28 0.11 -0.54
C -0.19472 -0.23871 -2.71380 -0.38 1.01 0.38
C 0.55604 -1.23224 -3.58898 0.19 -0.20 -0.15
H 0.04616 0.79662 -2.99806 -0.14 -0.21 -0.18
H -1.28320 -0.34169 -2.84388 0.29 0.08 -0.07
H 0.33140 -1.01078 -4.63767 0.06 0.06 0.17
H 1.63883 -1.17693 -3.46339 -0.04 0.04 -0.03
H 0.24213 -2.26035 -3.41735 0.16 0.20 -0.06
C 1.77140 -0.98278 -0.57614 -0.01 1.07 0.38
C 2.05399 -2.47108 -0.72805 -0.01 -0.31 -0.10
H 2.00114 -0.67485 0.45673 0.09 -0.02 -0.17
H 2.45053 -0.42209 -1.23418 -0.31 -0.16 0.25
H 3.12799 -2.65904 -0.60991 -0.14 0.23 0.01
H 1.54528 -3.05866 0.03847 -0.06 0.00 -0.13
H 1.78171 -2.85172 -1.71398 0.16 0.09 0.21
C -0.95832 -1.86240 -0.48715 -0.49 0.68 0.90
C -0.97465 -3.05954 -1.45265 0.08 -0.22 -0.37
H -1.98896 -1.50919 -0.36649 0.06 -0.19 0.13
H -0.60634 -2.17263 0.50578 -0.14 0.02 -0.15
H -1.60870 -3.84687 -1.01415 0.08 0.39 -0.03
H -1.40267 -2.81166 -2.43484 0.06 -0.08 0.44
H 0.00954 -3.51901 -1.60827 -0.53 0.25 0.05
Br -1.89371 4.39130 0.35867 0.00 -0.88 0.34
P 1.73122 2.29605 -0.80854 0.71 1.46 -0.51
C 2.89872 1.76702 -2.14468 -0.13 -1.15 0.18
C 3.62848 2.85843 -2.92708 -0.06 0.60 0.14
H 2.29045 1.15179 -2.82890 0.27 0.13 0.10
H 3.63712 1.09893 -1.67251 -0.26 0.15 -0.12
H 4.25243 2.37256 -3.68762 -0.19 0.02 0.17
H 2.93359 3.52828 -3.44532 0.23 -0.10 0.07
H 4.29383 3.44692 -2.28329 -0.21 -0.10 -0.20
C 0.93315 3.79713 -1.47572 -0.77 -0.17 -0.11
C 1.53699 5.12172 -1.05541 0.13 0.50 0.21
H -0.13469 3.76568 -1.14832 0.75 0.37 -0.51
H 0.89149 3.70603 -2.56561 0.06 -0.14 0.03
H 0.83572 5.92013 -1.30195 0.02 -0.02 -0.06
H 1.71307 5.18852 0.01744 -0.02 -0.03 0.05
H 2.47146 5.33873 -1.57031 0.02 -0.10 -0.03
C 2.66057 2.62454 0.74390 -0.58 -0.61 0.48
C 4.07316 3.19537 0.61838 0.21 0.27 -0.26
H 2.69370 1.64234 1.25230 0.04 0.31 -0.12
H 2.01786 3.26035 1.37369 0.19 -0.09 -0.32
H 4.50787 3.26427 1.62219 -0.12 -0.05 -0.16
H 4.72700 2.55347 0.02014 -0.10 0.13 0.08
H 4.07055 4.20656 0.19618 0.02 -0.26 0.04
C -5.07640 0.73407 0.97453 0.26 0.29 0.97
N -4.50358 0.31093 -0.31336 0.95 -0.27 -0.16
C -5.34816 -0.31555 -1.32784 -0.28 -0.75 -1.11
C -3.27115 0.55834 -0.60732 -0.80 2.16 -0.62
N -2.27374 1.13912 -0.89926 -3.52 -2.40 -1.04
H -6.16216 0.61586 0.92269 0.31 0.04 0.00
H -4.82318 1.78726 1.18770 -0.28 -0.32 -0.32
H -4.67509 0.12255 1.79783 -0.36 0.01 -0.30
H -5.20348 0.18840 -2.29190 -0.16 0.02 0.27
H -5.06739 -1.36752 -1.46598 -0.26 0.19 0.19
H -6.39216 -0.23809 -1.01832 0.24 -0.02 -0.07

=====

No. 2
84
Properties=species:S:1:pos:R:3:forces:R:3 method="wB97M-V/def2-TZVPD" orbital_gap_ha="0.2273 / 0.2535" mol_weight_g_mol=749.44 multiplicity=4 charge=+3
Cr 0.24019 -0.82742 0.12046 0.21 0.12 -0.04
C 3.82207 -2.35703 2.15700 -0.08 0.01 -0.04
C 2.67919 -2.30407 1.34829 0.10 -0.09 -0.02
N 1.87683 -1.25870 1.31554 -0.20 0.07 -0.07
C 2.15452 -0.17494 2.10767 -0.04 0.02 -0.04
C 3.29848 -0.13147 2.92029 0.08 0.08 0.11
C 4.13218 -1.27216 2.93181 -0.01 0.03 -0.02
C 3.55827 1.03776 3.68076 -0.05 -0.10 -0.05
C 2.69626 2.09074 3.59657 -0.05 -0.02 -0.06
C 1.53375 2.04275 2.78926 0.09 -0.07 0.02
C 1.23126 0.91403 2.06038 -0.02 0.00 0.11
N 0.13918 0.69132 1.23028 -0.06 0.09 0.02
C -1.06595 1.39511 1.19132 0.04 -0.08 0.01
C -1.55721 2.31093 2.08978 -0.13 0.06 -0.06
C -2.81156 2.93141 1.86985 0.10 -0.05 0.01
C -3.57883 2.63856 0.78222 0.03 -0.08 -0.08
C -3.13233 1.65439 -0.13566 -0.02 0.10 0.08
C -3.87618 1.23219 -1.25706 -0.05 0.03 -0.01
C -3.38959 0.24960 -2.07725 0.12 -0.06 0.03
C -2.15856 -0.33988 -1.76540 -0.16 0.16 0.02
N -1.43575 0.02959 -0.72407 0.16 -0.02 0.01
C -1.88979 1.03823 0.08457 -0.02 -0.02 0.05
H 4.43734 -3.24419 2.15285 0.02 -0.02 -0.01
H 2.42219 -3.14332 0.71063 0.02 0.03 0.04
H 5.01666 -1.27722 3.55525 0.02 0.01 0.04
H 4.43071 1.07561 4.31714 0.03 0.00 0.02
H 2.88704 2.98774 4.16870 0.01 0.03 0.01
H 0.88984 2.90620 2.76444 0.02 0.04 -0.01
H -1.01377 2.55823 2.98627 -0.01 0.00 0.04
H -3.16101 3.65314 2.59383 -0.01 0.03 0.03
H -4.52837 3.12687 0.61946 -0.05 0.01 0.00
H -4.83760 1.68719 -1.45634 -0.03 0.02 0.00
H -3.94151 -0.09191 -2.93974 -0.02 -0.01 -0.03
H -1.76590 -1.14186 -2.36996 0.07 -0.11 -0.10
C -3.17224 -3.95762 -1.56648 -0.04 0.08 0.03
Si -1.37438 -4.38548 -1.74613 0.04 -0.07 0.16
C -0.56903 -3.38550 -3.13909 0.04 0.07 -0.05
C -1.09454 -6.19675 -2.01417 0.01 0.02 -0.07
C -0.40725 -3.91877 -0.15206 0.08 0.02 -0.04
Te -1.34582 -2.61071 1.27276 -0.17 -0.06 0.04
C -0.28780 -3.20358 3.02162 0.08 0.00 -0.05
Si -1.43139 -4.01985 4.32714 -0.04 -0.01 0.00
C -2.17015 -5.52874 3.52355 -0.02 0.00 -0.07
C -2.73512 -2.76419 4.76326 -0.03 0.04 -0.05
C -0.34291 -4.43725 5.76947 0.02 0.01 0.00
H -3.71499 -4.21288 -2.47817 -0.01 -0.03 -0.03
H -3.34562 -2.89542 -1.37290 -0.01 -0.02 0.02
H -3.62955 -4.52189 -0.75158 -0.02 0.00 0.02
H -1.30322 -2.88214 -3.76940 -0.07 -0.02 -0.03
H -0.00406 -4.06065 -3.78326 0.06 -0.03 -0.02
H 0.12821 -2.62814 -2.76226 0.01 0.03 0.05
H -1.54363 -6.52258 -2.95352 -0.02 -0.02 -0.04
H -1.53738 -6.79503 -1.21804 -0.02 -0.01 0.05
H -0.02976 -6.43188 -2.06057 0.03 -0.02 0.00
H 0.57168 -3.51014 -0.44806 -0.07 0.01 0.11
H -0.18497 -4.80937 0.43891 -0.04 -0.08 -0.03
H 0.19669 -2.30303 3.40203 0.01 0.01 0.03
H 0.48980 -3.88553 2.67135 0.02 0.00 0.04
H -2.69635 -5.29150 2.59436 -0.01 0.01 -0.01
H -2.90467 -5.99437 4.18148 -0.01 -0.02 0.05
H -1.40984 -6.27996 3.30435 0.03 -0.03 -0.01
H -3.36592 -2.49419 3.91223 0.01 0.01 -0.02
H -2.29277 -1.85194 5.16683 0.01 0.04 0.01
H -3.40411 -3.16200 5.52709 -0.01 -0.03 0.05
H 0.44499 -5.13831 5.49230 0.03 -0.02 -0.01
H -0.92798 -4.90319 6.56291 -0.03 -0.02 0.04
H 0.12365 -3.54583 6.19058 0.02 0.03 0.02
N 2.39311 3.12649 -2.07488 -0.17 -0.03 -0.18
C 3.09452 1.79121 -2.08509 0.07 0.10 -0.01
P 1.82782 0.53025 -2.58243 0.03 0.34 -0.19
O 0.81523 1.32777 -3.34800 0.11 -0.15 0.07
O 1.51541 -0.27308 -1.35561 -0.08 -0.30 -0.17
C 2.55674 -0.61767 -3.84467 0.03 -0.07 -0.04
N 1.95703 -0.28731 -5.18909 -0.24 0.29 0.09
H 1.57207 3.04981 -2.71678 0.18 0.03 0.18
H 3.00280 3.88787 -2.38228 -0.04 -0.01 0.02
H 2.04959 3.36552 -1.14166 -0.05 -0.01 -0.05
H 3.50520 1.60350 -1.09568 0.01 -0.06 -0.02
H 3.91226 1.85746 -2.80215 -0.02 -0.04 0.02
H 2.27189 -1.63726 -3.59226 0.01 0.02 0.06
H 3.64114 -0.57918 -3.92270 0.01 0.00 0.07
H 2.63801 0.12773 -5.82812 -0.04 0.01 0.00
H 1.19166 0.41075 -5.01644 0.23 -0.24 -0.07
H 1.57370 -1.11388 -5.65267 -0.03 0.05 0.01

=====

No. 3
91
Properties=species:S:1:pos:R:3:forces:R:3 method="wB97M-V/def2-TZVPD" orbital_gap_ha="0.2532 / 0.2532" mol_weight_g_mol=842.60 multiplicity=4 e_above_lowest_kj_mol=0.0
Cr -1.20713 0.69079 -0.51890 0.12 0.11 -0.06
C -5.00486 -2.02577 -3.98208 0.00 0.00 0.00
C -3.63424 -1.56146 -4.45081 0.01 0.01 -0.01
N -2.54464 -2.20765 -3.72109 0.03 0.02 -0.03
C -2.07580 -3.48028 -4.28162 0.00 0.01 0.00
C -0.89544 -3.30091 -5.22113 0.00 0.03 0.00
C -2.00327 -1.69517 -2.61383 -0.14 -0.15 0.15
S -2.80072 -0.33877 -1.90474 0.02 0.02 -0.02
N -0.95787 -2.40127 -2.13587 0.08 0.08 -0.10
C -0.13313 -2.03100 -1.19370 0.12 0.00 -0.03
O -0.10578 -0.94094 -0.52260 -0.14 -0.07 0.09
C 0.95763 -3.00021 -0.85995 0.00 0.00 0.00
C 1.05882 -4.21715 -1.52921 -0.01 0.02 0.01
C 2.10259 -5.08267 -1.24852 0.01 0.00 0.00
C 3.05936 -4.73826 -0.30226 0.00 0.00 -0.01
C 2.96619 -3.52632 0.36647 0.00 0.01 0.01
C 1.91778 -2.66221 0.09029 -0.02 0.00 0.00
H -5.78386 -1.55622 -4.58323 0.00 0.00 0.00
H -5.16368 -1.75324 -2.93932 0.00 0.00 0.00
H -5.10825 -3.10795 -4.07828 0.00 0.00 0.00
H -3.53175 -0.48391 -4.34362 0.00 0.01 0.00
H -3.48667 -1.80341 -5.50469 0.00 0.00 0.00
H -2.92747 -3.91446 -4.80776 0.00 0.00 0.00
H -1.81575 -4.14281 -3.46007 0.00 0.01 0.00
H -1.13729 -2.60911 -6.02996 0.00 -0.01 0.00
H -0.61816 -4.25886 -5.66382 0.01 0.01 0.00
H -0.04264 -2.90227 -4.67312 0.04 0.01 0.01
H 0.32005 -4.46207 -2.27883 0.00 0.00 0.00
H 2.17786 -6.02437 -1.77647 0.00 0.00 0.00
H 3.88053 -5.41131 -0.09201 0.00 0.00 0.00
H 3.71498 -3.24870 1.09690 0.00 0.00 0.00
H 1.84634 -1.71202 0.60222 0.01 -0.03 0.01
C -4.24295 0.03188 2.48612 0.00 0.00 0.00
C -3.28809 0.55392 1.46478 0.01 -0.04 -0.01
N -2.19001 -0.04164 1.15249 -0.02 0.01 -0.01
O -1.92150 -1.24594 1.78416 0.00 0.00 -0.01
C -3.55042 1.78875 0.75168 0.00 0.04 0.00
C -4.68077 2.70821 1.06995 0.00 -0.01 -0.01
N -2.64236 2.11059 -0.15391 0.00 -0.05 0.04
O -2.66803 3.22107 -0.74320 0.00 0.01 -0.01
H -3.79769 -0.76609 3.07106 0.00 0.00 0.00
H -5.12912 -0.35694 1.97957 0.00 0.00 0.00
H -4.56999 0.83713 3.14324 0.00 0.00 0.00
H -1.13162 -1.55321 1.31346 0.01 0.00 -0.01
H -5.58554 2.15680 1.32529 0.00 0.00 0.01
H -4.87338 3.33349 0.20014 0.00 0.00 0.00
H -4.44589 3.37747 1.90477 0.01 0.01 -0.01
N 0.43862 1.77336 -3.04954 0.05 0.00 0.05
C -0.18517 1.45692 -2.12862 -0.13 0.02 -0.09
C 2.95983 0.13309 -5.45847 -0.05 0.03 0.00
Sb 2.63803 -0.74955 -3.52927 -0.03 -0.09 0.02
C 3.71720 0.76974 -2.46899 0.02 0.04 0.02
C 4.34336 -2.07169 -3.64042 -0.01 0.00 0.00
H 4.02114 0.33659 -5.60099 0.00 0.00 0.01
H 2.39778 1.06484 -5.50975 -0.01 -0.01 0.01
H 2.61068 -0.53284 -6.24710 0.01 -0.01 0.00
H 4.64041 1.00113 -3.00090 -0.01 0.00 -0.03
H 3.97515 0.42428 -1.46855 0.00 -0.01 0.06
H 3.09795 1.66338 -2.40207 -0.01 -0.01 0.00
H 5.22686 -1.52728 -3.97539 0.00 0.00 0.01
H 4.14600 -2.89146 -4.33203 0.00 0.01 0.00
H 4.53613 -2.49541 -2.65339 0.00 0.00 -0.01
C 0.06729 1.90884 7.49322 0.00 0.00 0.00
C 1.15192 2.97336 7.47980 0.01 0.00 0.00
S 1.21352 3.91223 5.97262 0.00 0.00 0.00
O 2.25208 4.89992 6.09542 0.01 0.00 0.00
O -0.12641 4.32356 5.62702 -0.01 0.00 0.00
C 1.72454 2.73782 4.73024 -0.01 0.01 0.01
C 1.81858 3.47195 3.39141 0.00 0.02 0.01
N 1.46970 2.59465 2.27568 -0.01 -0.04 0.02
C 0.24325 2.47358 1.72189 0.00 0.06 -0.03
N 0.27135 1.59840 0.71833 0.01 -0.08 0.01
C 1.55148 1.14548 0.60508 0.00 -0.01 0.04
C 2.29515 1.73109 1.57727 0.05 0.08 -0.08
N 3.65846 1.45782 1.90778 -0.10 -0.15 0.14
O 4.25958 0.70622 1.17330 0.04 0.01 -0.10
O 4.10918 1.94825 2.93302 0.04 0.06 -0.06
C -0.96056 3.21836 2.17239 0.03 0.04 0.02
H 0.00603 1.46266 8.48487 0.00 0.00 0.00
H 0.27759 1.10738 6.78488 0.00 0.00 0.00
H -0.89959 2.34559 7.24946 0.00 0.00 0.00
H 2.15489 2.57328 7.63260 0.00 0.00 0.00
H 0.98213 3.74355 8.23510 -0.01 0.00 0.00
H 0.95937 1.96201 4.69197 -0.01 0.01 0.00
H 2.68049 2.30524 5.01971 0.00 -0.01 0.00
H 2.81936 3.85464 3.23478 0.00 0.01 0.01
H 1.13086 4.31260 3.36759 -0.01 -0.01 -0.01
H 1.85225 0.43895 -0.14814 0.01 0.00 -0.01
H -0.72411 3.98828 2.90073 0.01 -0.02 0.02
H -1.66389 2.52772 2.63948 0.00 -0.01 -0.03
H -1.44478 3.67597 1.30994 -0.02 0.00 0.00